Entry 1:
CH7N2S | ωB97M-V/def2-TZVPD

Energy relative to the best compared isomer or geometry (same formula, charge and spin): 0.038 eV
Expectation value of S²: 0.7528

Geometry as ORCA input:
```
! wB97M-V def2-TZVPD RIJCOSX def2/J DEFGRID3
* xyz 0 2
S 2.36 -1.65 0.19
H 3.61 -1.72 0.75
N 0.11 0.63 -1.17
C -1.11 0.36 -0.42
N -1.03 0.52 1.04
H 0.84 -0.06 -0.98
H 0.49 1.49 -0.80
H -1.32 -0.69 -0.67
H -1.88 1.03 -0.78
H -0.24 -0.04 1.35
H -1.84 0.15 1.49
*
```

Entry 2:
CH7N2Si | ωB97M-V/def2-TZVPD

Energy relative to the best compared isomer or geometry (same formula, charge and spin): 1.830 eV
SMILES string: [NH3+]/C=N\[SiH3]

Geometry as ORCA input:
```
! wB97M-V def2-TZVPD RIJCOSX def2/J DEFGRID3
* xyz 1 1
N 1.72 -0.21 0.06
C 0.67 0.99 -0.06
N -0.54 0.83 -0.17
Si -1.98 -0.22 -0.06
H 2.56 0.16 0.53
H 1.88 -0.67 -0.90
H 1.43 -0.94 0.75
H 1.17 2.04 -0.04
H -3.04 0.11 -1.05
H -1.41 -1.70 -0.44
H -2.45 -0.41 1.39
*
```